This record from OMol25 describes C31H20Br3CoN5O2 as an isolated structure. The level of theory is ωB97M-V/def2-TZVPD.

CARTESIAN COORDINATES (ANGSTROEM)
Co -0.0111 -0.0206 -0.2888
C 1.9137 1.2449 2.4496
C 0.5028 0.9401 2.8409
C 0.0466 1.2007 4.1550
C -1.2357 0.8988 4.5035
C -2.1084 0.3226 3.5514
C -3.4545 -0.0410 3.7988
Br -4.2404 0.2547 5.5093
C -4.2082 -0.6140 2.8138
C -3.6725 -0.8389 1.5438
Br -4.7796 -1.6496 0.2336
C -2.3653 -0.4901 1.1881
O -1.8652 -0.6728 0.0356
C -1.5789 0.0977 2.2673
N -0.2996 0.4134 1.9430
H 2.3581 1.9708 3.1311
H 1.9545 1.6043 1.4219
H 2.5144 0.3314 2.4823
H 0.7311 1.6311 4.8735
H -1.5965 1.0861 5.5062
H -5.2335 -0.9001 3.0070
Br 2.3291 -2.6356 7.4713
C 3.1131 -3.1677 5.8123
C 3.2106 -4.5169 5.4914
C 3.7825 -4.8919 4.2980
C 4.2848 -3.9485 3.3594
C 4.1526 -2.5811 3.7260
C 3.5833 -2.2093 4.9275
N 4.9094 -4.4396 2.2636
N 5.2507 -3.6197 1.2610
C 4.3367 -2.6883 0.8001
C 4.8511 -1.5327 0.2182
C 4.0666 -0.4787 -0.2603
C 2.6782 -0.5336 -0.2181
O 1.8763 0.4205 -0.6008
C 2.1249 -1.7510 0.2863
N 0.7627 -1.8057 0.2304
C 0.1334 -2.8947 0.5976
C 0.8300 -4.0306 1.0472
C 2.1949 -3.9882 1.1436
C 2.9063 -2.8210 0.7813
H 2.8384 -5.2671 6.1786
H 3.8780 -5.9418 4.0463
H 4.5174 -1.8110 3.0604
H 3.5028 -1.1583 5.1777
H 5.9328 -1.4588 0.1864
H 4.5346 0.4101 -0.6681
H -0.9476 -2.8651 0.5280
H 0.2786 -4.9192 1.3242
H 2.7505 -4.8494 1.4888
N -0.5802 1.4366 -1.2161
C -0.8714 2.7026 -0.9704
C -0.9534 3.2559 0.3474
C -1.2805 4.5772 0.5606
C -1.5258 5.4296 -0.5172
C -1.4462 4.9282 -1.8165
C -1.1379 3.6054 -2.0432
H -0.7562 2.5921 1.1764
H -1.3434 4.9581 1.5745
H -1.7772 6.4701 -0.3463
H -1.6354 5.5877 -2.6573
H -1.0803 3.2016 -3.0461

Output
<S²> ... 3.852
Highest occupied orbital energy (alpha / beta) ... -0.467 / -1.103 eV
2S+1 ... 4
Charge ... -2
LUMO level (alpha / beta) ... 3.81 / 3.81 eV

---

This record from OMol25 describes C31H20BrF9HgN4O2PS2 as an isolated structure. The level of theory is ωB97M-V/def2-TZVPD.

CARTESIAN COORDINATES (ANGSTROEM)
Hg -0.5606 -1.0927 -1.9226
N 2.2462 -0.9317 1.0715
C 2.0448 -0.1416 2.1761
C 2.9453 -0.2262 3.2526
C 2.7497 0.4866 4.4185
C 1.6454 1.3202 4.5511
C 0.7559 1.4179 3.4895
C 0.9240 0.7114 2.2998
P -0.3281 0.7196 0.9474
C -1.6726 1.7107 1.7039
C -1.7059 3.1030 1.7390
C -2.7683 3.7667 2.3365
C -3.8128 3.0469 2.9040
C -3.7946 1.6602 2.8640
C -2.7329 0.9998 2.2604
C 0.3541 1.9269 -0.2416
C -0.4412 2.2123 -1.3534
C 0.0194 3.0567 -2.3491
C 1.2810 3.6290 -2.2409
C 2.0766 3.3479 -1.1409
C 1.6179 2.4939 -0.1466
H 2.0162 -0.6079 0.1224
H 3.1447 -1.3884 1.0392
H 3.8122 -0.8696 3.1463
H 3.4684 0.3961 5.2255
H 1.4747 1.8808 5.4612
H -0.1100 2.0593 3.5965
H -0.8953 3.6674 1.2935
H -2.7837 4.8500 2.3526
H -4.6486 3.5666 3.3567
H -4.6181 1.0913 3.2774
H -2.7366 -0.0823 2.1882
H -1.4181 1.7507 -1.4585
H -0.5964 3.2335 -3.2214
H 1.6553 4.2682 -3.0316
H 3.0726 3.7671 -1.0681
H 2.2589 2.2567 0.6941
O -3.3538 -5.2488 2.3099
C -2.3634 -4.6380 1.5947
C -1.6111 -3.5895 2.1102
C -0.6367 -3.0331 1.3043
N -0.3890 -3.4520 0.0627
C -1.1124 -4.4458 -0.3895
Br -0.7581 -5.0029 -2.1705
C -2.1133 -5.0969 0.3162
H -3.4919 -4.7528 3.1221
H -1.7880 -3.2055 3.1082
H -0.0258 -2.2066 1.6480
H -2.6891 -5.9015 -0.1143
S -1.8671 -0.1012 -3.9875
C -3.4830 -0.0170 -3.3526
C -4.3980 0.7666 -4.1607
N -5.0979 1.3901 -4.8319
C -3.9606 -0.5778 -2.2082
S -3.0763 -1.5366 -1.0625
C -5.3525 -0.3649 -1.8641
N -6.4628 -0.2294 -1.5842
F 4.1875 1.4744 -2.7905
C 4.4574 0.2328 -2.3508
F 5.5844 -0.1703 -2.9914
F 4.7850 0.3469 -1.0493
C 3.2010 -0.7058 -2.5271
O 2.2376 -0.3298 -1.7203
C 2.7621 -0.6470 -4.0364
F 3.7883 -0.7811 -4.9164
F 1.8838 -1.6192 -4.3229
F 2.1688 0.5183 -4.3074
C 3.6519 -2.1798 -2.2049
F 4.2322 -2.2389 -0.9806
F 4.5487 -2.7101 -3.0742
F 2.6026 -3.0036 -2.1710

Output
Energy relative to the best compared isomer or geometry (same formula, charge and spin) ... 0.000 eV
<S²> ... 0.755
Highest occupied orbital energy (alpha / beta) ... -0.675 / -1.705 eV
2S+1 ... 2
Charge ... -2
LUMO level (alpha / beta) ... 3.92 / 3.91 eV

---

This record from OMol25 describes C31H20Cl2N2O3PS5V as an isolated structure. The level of theory is ωB97M-V/def2-TZVPD.

CARTESIAN COORDINATES (ANGSTROEM)
V 0.9943 1.1670 -0.0895
Cl 4.4989 4.8461 -0.4404
C 4.6425 3.2209 -1.0707
C 5.7959 2.8346 -1.7393
C 5.8961 1.5594 -2.2425
Cl 7.3753 1.1128 -3.0999
C 4.8725 0.5961 -2.1167
C 4.9041 -0.7300 -2.6231
C 3.7564 -1.5187 -2.4096
C 2.6691 -1.0445 -1.7332
N 2.5984 0.2162 -1.2098
C 3.7133 1.0241 -1.4253
C 3.5763 2.3371 -0.8896
O 2.4488 2.6282 -0.2991
H 6.6071 3.5386 -1.8660
H 5.7679 -1.0997 -3.1529
H 3.7253 -2.5387 -2.7778
H 1.8054 -1.6790 -1.5666
S 1.9364 -1.3889 7.0822
C 1.8042 -0.8231 5.5092
S 1.9976 -1.7950 4.1284
C 1.6955 -0.5980 2.8951
C 1.4112 0.6526 3.3633
S 1.0487 1.9668 2.2960
S 1.4248 0.7848 5.1035
S 1.7685 -0.9409 1.2043
O 1.2049 1.9724 -3.0521
N 0.3511 1.2207 -2.3040
C -0.6894 0.9535 -2.9797
C -1.9194 0.2505 -2.5875
C -2.7992 0.0546 -3.6652
C -4.0190 -0.5689 -3.5200
C -4.4034 -1.0175 -2.2625
C -3.5526 -0.8256 -1.1915
C -2.3103 -0.1990 -1.3163
P -1.2499 -0.0273 0.2072
C -1.3969 -1.7646 0.8205
C -1.3028 -2.0357 2.1849
C -1.2705 -3.3404 2.6435
C -1.3109 -4.4001 1.7434
C -1.3774 -4.1386 0.3847
C -1.4198 -2.8269 -0.0740
C -2.4860 0.8189 1.3199
C -2.4694 2.2030 1.4756
C -3.4203 2.8298 2.2706
C -4.3968 2.0998 2.9275
C -4.4205 0.7192 2.7817
C -3.4759 0.0898 1.9858
H 1.9178 2.1982 -2.4373
H -0.6898 1.3331 -4.0025
H -2.4922 0.4112 -4.6418
H -4.6660 -0.7033 -4.3782
H -5.3566 -1.5110 -2.1174
H -3.8538 -1.1817 -0.2174
H -1.2162 -1.2164 2.8895
H -1.1808 -3.5278 3.7061
H -1.2699 -5.4210 2.1032
H -1.3846 -4.9547 -0.3285
H -1.4512 -2.6377 -1.1404
H -1.6939 2.7684 0.9784
H -3.3779 3.9067 2.3842
H -5.1265 2.5966 3.5562
H -5.1678 0.1244 3.2940
H -3.5096 -0.9874 1.9028
O -0.0809 2.4060 -0.1736

Output
Energy relative to the best compared isomer or geometry (same formula, charge and spin) ... 1.684 eV
<S²> ... 2.036
Highest occupied orbital energy (alpha / beta) ... 0.252 / -1.142 eV
2S+1 ... 3
Charge ... -2
LUMO level (alpha / beta) ... 3.93 / 3.93 eV

---

This record from OMol25 describes C31H20F3N4OPPdS as an isolated structure. The level of theory is ωB97M-V/def2-TZVPD.

CARTESIAN COORDINATES (ANGSTROEM)
Pd 0.0450 0.7806 -0.9202
O -2.1337 2.3161 -2.1240
N -1.5411 2.2949 -0.8691
C -2.4012 2.3848 0.0649
C -2.1108 2.3633 1.5028
C -3.1214 2.9154 2.2916
C -2.9626 3.0839 3.6566
C -1.7766 2.7036 4.2616
C -0.7679 2.1349 3.4977
C -0.9237 1.9360 2.1281
P 0.4443 1.0784 1.3086
C 1.9167 1.9844 1.7955
C 1.8777 3.3792 1.7247
C 3.0013 4.1189 2.0531
C 4.1672 3.4730 2.4429
C 4.2091 2.0875 2.5131
C 3.0879 1.3386 2.1903
C 0.5302 -0.6080 1.9265
C -0.3253 -1.1007 2.9057
C -0.2441 -2.4343 3.2798
C 0.6786 -3.2751 2.6773
C 1.5260 -2.7892 1.6893
C 1.4463 -1.4628 1.3070
H -1.4675 2.6804 -2.7239
H -3.4324 2.5682 -0.2306
H -4.0415 3.2323 1.8171
H -3.7611 3.5190 4.2417
H -1.6344 2.8389 5.3251
H 0.1533 1.8281 3.9786
H 0.9671 3.8859 1.4283
H 2.9666 5.1991 2.0070
H 5.0434 4.0525 2.7011
H 5.1133 1.5869 2.8320
H 3.1217 0.2607 2.2700
H -1.0634 -0.4604 3.3688
H -0.9113 -2.8170 4.0401
H 0.7325 -4.3149 2.9704
H 2.2400 -3.4479 1.2132
H 2.0944 -1.0899 0.5200
N -3.4158 -0.2225 -4.3459
C -3.4872 -0.3844 -3.2033
N -3.5612 -0.5544 -1.8804
C -2.4305 -0.6495 -1.3009
N -1.4183 -0.7729 -0.7032
S 2.1890 3.2888 -1.5354
C 1.5429 1.8760 -1.7253
F -1.9003 -5.3442 -5.4456
C -0.8724 -5.4115 -4.5971
F -1.2752 -6.0992 -3.5153
F 0.0995 -6.1295 -5.1824
C -0.3642 -4.0463 -4.2020
C -0.9193 -2.8972 -4.7372
C -0.4339 -1.6579 -4.3528
C 0.6008 -1.5905 -3.4199
C 1.1634 -2.7559 -2.8838
C 0.6799 -3.9816 -3.2823
C 1.0492 -0.3252 -2.9530
C 1.5505 0.7287 -2.5514
H -1.7332 -2.9591 -5.4455
H -0.8799 -0.7571 -4.7504
H 1.9704 -2.6869 -2.1667
H 1.1033 -4.8935 -2.8829

Output
Energy relative to the best compared isomer or geometry (same formula, charge and spin) ... 0.426 eV
<S²> ... 0.759
Highest occupied orbital energy (alpha / beta) ... -11.175 / -11.154 eV
2S+1 ... 2
Charge ... +1
LUMO level (alpha / beta) ... -4.49 / -5.48 eV

---

This record from OMol25 describes C31H20F5IN9OPt as an isolated structure. The level of theory is ωB97M-V/def2-TZVPD.

CARTESIAN COORDINATES (ANGSTROEM)
Pt -1.0406 0.9226 -1.8868
C 4.4967 0.3008 -0.9757
N 3.1891 0.3615 -1.6294
C 2.0334 0.7768 -1.1241
N 1.0613 0.5452 -1.9964
C 1.7138 -0.0409 -3.0428
N 2.9995 -0.1674 -2.8520
C 4.7822 -1.0813 -0.4456
C 5.8460 -1.8230 -0.9372
C 6.0898 -3.1025 -0.4524
C 5.2551 -3.6595 0.4984
C 4.1721 -2.9245 0.9768
C 3.9507 -1.6336 0.5185
C 3.2468 -3.5340 1.9280
N 3.3491 -4.6483 2.5582
N 2.1738 -4.7975 3.2848
C 1.4584 -3.7604 3.0342
O 2.0712 -2.9001 2.1802
C 0.1112 -3.4415 3.4991
C -0.5671 -4.3441 4.3100
C -1.8606 -4.0565 4.7126
C -2.4772 -2.8838 4.3036
C -1.7962 -1.9769 3.4990
C -2.4910 -0.6958 3.1004
N -1.8455 -0.0144 1.9823
C -1.8814 -0.3197 0.6937
N -1.0699 0.5096 0.0397
C -0.5710 1.3252 1.0129
N -1.0069 1.0203 2.2027
C -0.4990 -2.2556 3.1026
H 4.4751 1.0467 -0.1805
H 5.2419 0.6003 -1.7088
H 1.9402 1.2225 -0.1496
H 1.2209 -0.3783 -3.9379
H 6.4893 -1.4030 -1.7004
H 6.9265 -3.6719 -0.8332
H 5.4181 -4.6627 0.8678
H 3.1129 -1.0685 0.9103
H -0.0792 -5.2621 4.6072
H -2.3967 -4.7551 5.3400
H -3.4943 -2.6752 4.6138
H -2.4889 0.0273 3.9148
H -3.5272 -0.8851 2.8204
H -2.4743 -1.1061 0.2589
H 0.0917 2.1508 0.8197
H 0.0543 -1.5590 2.4863
F -3.0252 2.6457 -0.0059
C -3.7101 1.9323 -0.9298
C -3.0301 1.1390 -1.8396
C -3.8330 0.4435 -2.7339
F -3.2638 -0.3460 -3.6643
C -5.2153 0.5217 -2.7357
F -5.9367 -0.1647 -3.6172
C -5.8503 1.3272 -1.8045
F -7.1748 1.4163 -1.7861
C -5.0902 2.0394 -0.8935
F -5.6879 2.8180 0.0080
I -0.8162 2.0802 -4.3076
C -0.7999 3.9660 -3.3018
C -0.7673 5.1562 -4.0022
C -0.8344 6.3116 -3.2358
C -0.9394 6.2129 -1.8540
C -0.9596 4.9539 -1.2770
N -0.8767 3.8359 -2.0023
H -0.7028 5.1880 -5.0801
H -0.8176 7.2792 -3.7190
H -1.0124 7.0965 -1.2361
H -1.0602 4.8260 -0.2057

Output
Energy relative to the best compared isomer or geometry (same formula, charge and spin) ... 0.235 eV
Highest occupied orbital energy ... -11.046 eV
Charge ... +1
LUMO level ... -2.84 eV

---

This record from OMol25 describes C31H21Cl5IrN2O2S6 as an isolated structure. The level of theory is ωB97M-V/def2-TZVPD.

CARTESIAN COORDINATES (ANGSTROEM)
Ir -0.4977 -0.0918 0.4252
Cl 6.0057 3.1989 -0.1729
C 4.5942 2.2232 -0.3765
C 3.6652 2.1001 0.6478
Cl 3.9208 2.9117 2.1523
C 2.5384 1.3157 0.4749
Cl 1.3808 1.1572 1.7575
C 2.2539 0.6100 -0.7189
O 1.2491 -0.1587 -0.8733
C 3.2223 0.7720 -1.7475
Cl 2.9325 -0.0524 -3.2299
C 4.3539 1.5476 -1.5768
Cl 5.5027 1.6831 -2.8598
S -0.9847 1.9430 -0.5580
C -2.2608 1.5167 -1.6948
C -2.7088 2.4728 -2.6068
C -3.7153 2.1839 -3.5130
C -4.2920 0.9184 -3.5194
C -3.8444 -0.0425 -2.6287
C -2.8215 0.2378 -1.7219
S -2.2925 -1.0277 -0.6225
H -2.2498 3.4550 -2.5964
H -4.0454 2.9412 -4.2138
H -5.0839 0.6796 -4.2190
H -4.2799 -1.0359 -2.6311
O 0.0369 -2.0511 1.2011
C 0.7306 -2.9744 0.4078
C 2.1949 -2.5563 0.2883
C 2.8667 -1.7680 1.1717
C 4.2382 -1.5935 0.8395
C 4.5873 -2.2696 -0.2877
S 3.2476 -3.1044 -0.9544
C 0.7250 -4.3333 1.1221
C 1.3045 -5.5085 0.7492
C 1.0814 -6.5612 1.6766
C 0.3250 -6.1685 2.7382
S -0.1196 -4.5213 2.5991
C 0.0490 -3.2574 -0.9383
C -0.9497 -4.1833 -1.0922
C -1.5277 -4.1912 -2.3815
C -0.9458 -3.2680 -3.1980
S 0.2659 -2.3817 -2.4016
H 2.3763 -1.3008 2.0115
H 4.9239 -0.9737 1.4012
H 5.5456 -2.2942 -0.7810
H 1.8600 -5.6202 -0.1709
H 1.4659 -7.5641 1.5542
H -0.0049 -6.7610 3.5764
H -1.2778 -4.8298 -0.2907
H -2.3392 -4.8393 -2.6806
H -1.1847 -3.0444 -4.2258
C 0.1895 -2.9326 4.9775
C -1.1336 -2.4213 4.5130
C -2.3208 -2.5947 5.1867
C -3.4502 -1.9302 4.6954
N -3.3850 -1.0357 3.7204
C -2.2126 -0.8444 3.1059
S -1.9288 0.5175 2.1113
N -1.1431 -1.6370 3.4321
C -4.8052 -2.1969 5.2746
H 0.0724 -3.8400 5.5671
H 0.6430 -2.1641 5.6088
H 0.8559 -3.1295 4.1423
H -2.3712 -3.2288 6.0598
H -0.3410 -1.6398 2.7479
H -4.7570 -2.3192 6.3567
H -5.1972 -3.1245 4.8514
H -5.4828 -1.3880 5.0157

Output
Energy relative to the best compared isomer or geometry (same formula, charge and spin) ... 1.046 eV
Highest occupied orbital energy ... -3.809 eV
Charge ... -1
LUMO level ... 1.80 eV

---

This record from OMol25 describes C31H21Cl5IrN2O2S6 as an isolated structure. The level of theory is ωB97M-V/def2-TZVPD.

CARTESIAN COORDINATES (ANGSTROEM)
Ir 0.1534 -1.0470 1.0026
Cl 0.0779 2.8424 7.2406
C -0.2896 2.0798 5.7338
C 0.7160 1.5109 4.9646
Cl 2.3584 1.5748 5.5000
C 0.4119 0.9022 3.7596
Cl 1.6631 0.1910 2.7949
C -0.9025 0.8072 3.2423
O -1.1891 0.2927 2.1121
C -1.9062 1.3909 4.0663
Cl -3.5305 1.3013 3.5055
C -1.6048 2.0087 5.2657
Cl -2.8692 2.7173 6.2068
S -0.3603 -2.5905 2.6514
C -1.4460 -3.6955 1.8155
C -2.1158 -4.6789 2.5438
C -2.9662 -5.5774 1.9203
C -3.1599 -5.5020 0.5451
C -2.5123 -4.5196 -0.1857
C -1.6664 -3.6024 0.4379
S -0.8815 -2.3657 -0.5307
H -1.9597 -4.7277 3.6155
H -3.4783 -6.3318 2.5055
H -3.8172 -6.2029 0.0446
H -2.6639 -4.4444 -1.2570
O 0.3830 0.4548 -0.5624
C -0.6651 1.3530 -0.8197
C -0.6676 2.4597 0.2372
C 0.4064 2.8455 0.9791
C 0.1302 3.9470 1.8355
C -1.1501 4.3899 1.7131
S -2.0234 3.4603 0.5692
C -0.4048 2.0628 -2.1580
C -1.1372 3.0278 -2.7832
C -0.5688 3.4544 -4.0128
C 0.5866 2.7969 -4.3071
S 0.9685 1.6573 -3.0881
C -2.0307 0.6702 -1.0257
C -2.4433 0.1695 -2.2326
C -3.6665 -0.5363 -2.1726
C -4.1755 -0.5530 -0.9092
S -3.1687 0.2551 0.1968
H 1.3505 2.3251 0.9322
H 0.8460 4.3721 2.5261
H -1.6358 5.1860 2.2542
H -2.0651 3.4088 -2.3818
H -1.0042 4.2146 -4.6464
H 1.2149 2.9107 -5.1759
H -1.8684 0.2853 -3.1401
H -4.1344 -1.0164 -3.0206
H -5.0841 -1.0211 -0.5641
C 4.0917 1.6055 -1.8021
C 3.7544 0.1590 -1.9560
C 4.3916 -0.6966 -2.8217
C 4.0767 -2.0583 -2.7435
N 3.3180 -2.5583 -1.7759
C 2.7344 -1.7184 -0.9223
S 2.0466 -2.2448 0.5603
N 2.8640 -0.3712 -1.1096
C 4.6066 -3.0267 -3.7531
H 4.4826 2.0133 -2.7318
H 4.8655 1.6879 -1.0347
H 3.2328 2.1916 -1.4848
H 5.1093 -0.3210 -3.5362
H 2.1996 0.2196 -0.5848
H 5.6355 -2.7925 -4.0265
H 3.9976 -2.9641 -4.6578
H 4.5394 -4.0386 -3.3634

Output
Energy relative to the best compared isomer or geometry (same formula, charge and spin) ... 1.013 eV
Highest occupied orbital energy ... -3.765 eV
Charge ... -1
LUMO level ... 1.63 eV

---

Calculated DFT total energy (a.u.), listed in the same order as above: -10722.437991; -6326.928881; -5725.326884; -2654.227539; -2677.501739; -6248.475266; -6248.476478